(a)
30
Properties=species:S:1:pos:R:3:lowdin_charge:R:1 method="wB97M-V/def2-TZVPD" e_homo_ev=-7.34 homo_lumo_gap_ev=7.719
C -1.930 1.403 -0.407 -0.07
N -0.540 1.335 0.172 -0.09
C 0.532 0.637 -0.342 -0.38
C 1.271 0.120 0.693 -0.13
C 0.827 0.166 2.134 -0.13
C 1.818 0.070 -2.126 0.03
C 0.866 0.787 -1.686 -0.14
H -2.286 2.465 -0.553 0.09
H -2.431 0.545 0.262 0.12
H -1.906 0.927 -1.373 0.04
H -0.557 1.581 1.184 0.11
H 2.249 -0.408 0.358 0.11
H -0.192 -0.437 2.217 0.13
H 0.800 1.219 2.514 0.08
H 1.443 -0.305 2.857 0.03
H 2.274 0.313 -3.047 0.06
H 2.278 -0.773 -1.727 0.05
H 0.365 1.609 -2.061 0.10
H -0.950 -3.743 0.085 -0.06
H -2.386 -3.744 -0.573 0.07
O -1.786 -3.528 0.181 -0.01
H -3.316 -0.991 -1.617 0.00
H -2.286 -1.620 -0.681 0.05
O -3.268 -1.549 -0.872 -0.07
H 1.850 3.685 0.494 0.00
H 0.709 3.691 -0.344 -0.02
O 1.240 4.281 0.143 -0.01
H 2.208 -2.176 2.242 0.00
H 2.271 -3.301 1.026 0.11
O 1.730 -2.577 1.540 -0.09

(b)
30
Properties=species:S:1:pos:R:3:lowdin_charge:R:1 method="wB97M-V/def2-TZVPD" e_homo_ev=-7.80 homo_lumo_gap_ev=8.217
C 1.409 -2.249 -0.714 -0.10
N 0.129 -1.586 -0.499 -0.04
C 0.020 -0.583 0.463 -0.36
C -1.132 0.126 0.520 -0.13
C -1.474 1.164 1.498 -0.21
C -0.697 2.168 1.907 -0.02
C 1.148 -0.450 1.429 -0.03
H 2.236 -1.566 -0.919 0.07
H 1.318 -2.917 -1.567 0.09
H 1.666 -2.864 0.149 0.08
H -0.356 -1.370 -1.358 0.10
H -1.925 -0.116 -0.180 0.11
H -2.490 1.100 1.881 0.10
H -1.030 2.902 2.631 0.05
H 0.321 2.290 1.549 0.07
H 1.453 -1.420 1.819 0.08
H 2.009 0.009 0.938 0.08
H 0.866 0.188 2.260 0.07
H -0.727 1.172 -2.262 0.01
H -0.392 0.601 -3.670 0.07
O -0.256 0.440 -2.726 -0.08
H -0.971 -2.761 1.152 0.00
H -1.593 -2.024 2.329 0.03
O -1.339 -2.907 2.034 -0.06
H 2.557 1.664 -2.041 0.04
H 1.402 0.635 -1.977 -0.01
O 2.251 0.885 -1.566 -0.07
H -2.221 2.324 -1.000 0.06
H -0.797 2.601 -0.656 0.04
O -1.384 2.545 -1.424 -0.04

(c)
30
Properties=species:S:1:pos:R:3:lowdin_charge:R:1 method="wB97M-V/def2-TZVPD" e_homo_ev=-7.91 homo_lumo_gap_ev=8.513
C -0.983 1.464 -1.107 -0.17
C -1.655 1.017 0.193 -0.16
C -1.021 1.349 1.517 -0.20
O -1.252 0.563 2.416 0.02
C 0.539 1.122 -1.324 -0.20
N 1.035 -0.244 -1.182 -0.29
C 0.224 -1.325 -0.678 -0.12
C 2.439 -0.296 -0.811 -0.09
H -0.952 2.558 -1.220 0.11
H -1.529 1.092 -1.985 0.11
H -2.600 1.578 0.240 0.13
H -1.890 -0.033 0.080 0.08
H -0.558 2.333 1.662 0.14
H 1.026 1.779 -0.578 0.10
H 0.896 1.478 -2.295 0.11
H 0.267 -1.398 0.426 0.08
H -0.822 -1.255 -0.946 0.08
H 0.586 -2.271 -1.061 0.07
H 2.748 -1.332 -0.990 0.09
H 2.645 -0.114 0.253 0.06
H 3.001 0.453 -1.380 0.09
H -2.440 -2.329 2.482 0.03
H -1.747 -1.033 2.106 -0.02
O -1.933 -1.936 1.769 -0.08
H 0.185 -1.006 -3.375 0.04
H 1.147 -1.982 -2.941 0.04
O 0.204 -1.945 -3.144 -0.08
H 2.847 0.840 2.371 0.05
H 1.465 0.328 2.574 0.04
O 1.926 1.102 2.224 -0.07

Which is the most stable structure? (b) is the most stable.

(a)
13
Properties=species:S:1:pos:R:3:lowdin_charge:R:1 method="wB97M-V/def2-TZVPD" charge=-1 e_homo_ev=-2.72 homo_lumo_gap_ev=6.817
C -0.399 1.658 -1.930 -0.69
S -1.695 0.601 -1.039 0.05
H 0.072 2.364 -1.328 -0.06
H 0.589 1.125 -2.213 0.02
H -0.698 2.202 -2.847 -0.02
C 1.989 -1.900 2.101 -0.14
C 1.491 -0.663 1.652 -0.27
N 0.326 -0.603 0.810 -0.04
H 1.375 -2.818 1.985 0.01
H 3.105 -2.043 1.909 0.02
H 2.147 0.201 1.671 0.08
H -0.353 -1.333 0.534 0.05
H 0.117 0.337 0.306 -0.02

(b)
13
Properties=species:S:1:pos:R:3:lowdin_charge:R:1 method="wB97M-V/def2-TZVPD" charge=-1 e_homo_ev=-2.32 homo_lumo_gap_ev=6.596
C 0.444 0.406 -0.518 -0.33
C 1.427 0.010 0.616 -0.78
S 0.846 0.449 2.287 0.10
C -0.810 -0.425 -0.691 -0.33
N -1.748 -0.402 0.424 -0.03
H 0.350 1.477 -0.524 0.08
H 1.070 0.162 -1.402 0.09
H 1.796 -1.011 0.476 0.04
H 2.295 0.650 0.395 0.02
H -1.322 0.005 -1.567 0.09
H -0.564 -1.415 -1.025 0.08
H -2.507 0.226 0.243 0.03
H -1.278 -0.134 1.286 -0.05

Which is the most stable structure? (b) is the most stable.